A cluster of 3 separate species, C3H9NSi in total in a non-equilibrium geometry. Source: the OMol25 dataset; level of theory: the ωB97M-V functional and the def2-TZVPD basis.

The HOMO energy comes out at -9.181 eV. Its gap between HOMO and LUMO is 9.682 eV. Its energy is -12619.585 eV. For the LUMO energy, the calculation gives 0.5 eV. The energy above the lowest of the compared OMol25 structures with the same formula, charge and spin comes out at 451.4 kJ/mol.

The geometry in XYZ format:
```
14
Properties=species:S:1:pos:R:3:forces:R:3
H 2.0082 -1.6445 -1.6061 0.21 -0.05 -0.24
H -0.2283 1.4672 2.4360 -2.02 -2.68 3.27
N 1.2620 1.4943 0.2581 1.70 1.30 1.31
C 1.4137 -1.7334 -0.7014 1.18 -0.02 0.73
H 1.9847 2.0517 0.7321 -0.40 -0.82 -0.70
H -2.2907 1.1282 0.5739 0.36 0.61 0.85
H -0.9629 -0.2430 -1.7698 -0.12 -0.28 0.47
H -0.7958 0.7473 3.3621 2.05 2.65 -3.35
C -0.9057 0.1312 -0.7256 1.36 -0.21 -1.54
H 0.5290 -2.2825 -0.9646 -0.70 0.08 -0.15
H 1.9691 -2.4307 -0.0277 -0.21 1.02 -0.21
C -2.0300 0.7342 -0.3758 0.01 -1.14 0.51
H -2.8769 0.5377 -0.9817 -0.78 0.34 -0.81
Si 0.9235 0.0422 -0.2095 -2.64 -0.79 -0.14
```
Positions in Å, forces in eV/Å.



A structure of composition C3H9O in a non-equilibrium geometry. Source: the OMol25 dataset; level of theory: the ωB97M-V functional and the def2-TZVPD basis.

The HOMO energy comes out at -16.688 eV. Its gap between HOMO and LUMO is 11.471 eV. As for the total charge: +1. Its energy is -5293.965 eV. For the LUMO energy, the calculation gives -5.2 eV. The energy above the lowest of the compared OMol25 structures with the same formula, charge and spin comes out at 192.4 kJ/mol.

The geometry in XYZ format:
```
13
Properties=species:S:1:pos:R:3:forces:R:3
H -1.1251 -1.5340 1.7466 0.25 1.27 -1.19
H 1.0157 -0.3561 -0.7142 3.18 -0.57 1.50
H -0.4597 1.7892 -1.6242 -0.22 3.31 -0.67
H 1.7685 -0.8052 1.0478 -0.04 -0.72 -0.11
C 1.4363 -0.0411 0.3757 -4.05 0.93 -3.11
H -1.6868 -1.1710 -0.0212 -0.50 -0.31 0.75
H -0.4828 1.0475 1.0902 0.04 -0.24 -1.19
H -1.1542 0.4678 -1.4080 0.11 0.19 -0.57
O -0.3352 0.9667 -1.2369 -0.91 -4.39 1.59
H -0.1454 -1.9150 0.2257 -0.76 0.35 0.79
C -0.8595 -1.1835 0.7008 1.52 0.60 -2.60
C -0.1006 0.2110 0.4631 1.75 -0.40 4.80
H 2.0940 0.8248 0.3147 -0.34 -0.03 0.00
```
Positions in Å, forces in eV/Å.



A cluster of 2 separate species, C3H9O2 in total in a non-equilibrium geometry. Source: the OMol25 dataset; level of theory: the ωB97M-V functional and the def2-TZVPD basis.

The HOMO energy comes out at -2.164 eV. Its gap between HOMO and LUMO is 6.004 eV. As for the total charge: -1. Its energy is -7350.595 eV. For the LUMO energy, the calculation gives 3.8 eV. The energy above the lowest of the compared OMol25 structures with the same formula, charge and spin comes out at 148.0 kJ/mol.

The geometry in XYZ format:
```
14
Properties=species:S:1:pos:R:3:forces:R:3
H -2.3778 1.4027 1.3691 0.02 0.34 -0.12
H 2.8164 -1.0674 -0.4505 0.23 0.03 0.42
O -0.2888 -1.6042 -1.1683 0.19 1.07 0.20
H 0.4414 -2.1716 0.6417 0.26 0.02 -0.01
C -1.6426 1.8171 0.6076 -0.93 0.50 -0.16
H -2.1888 2.6265 0.0172 -0.23 -0.33 0.32
H 1.3188 -2.7295 -0.7680 0.09 0.03 -0.07
H 1.6311 0.1126 -0.8046 -0.32 0.20 0.34
C 1.8360 -0.7149 -0.1248 0.05 -0.33 -0.85
H 1.8253 -0.4033 0.9118 0.17 0.40 -0.05
H -0.6714 -0.7532 -0.8605 0.06 -0.51 -0.24
C 0.8435 -1.8502 -0.3314 -0.84 -0.73 0.33
H -1.7150 0.9656 -0.1676 0.79 -0.08 0.03
O -0.4957 2.2584 1.1054 0.46 -0.61 -0.15
```
Positions in Å, forces in eV/Å.



A cluster of 2 separate species, C3H9O2 in total in a non-equilibrium geometry. Source: the OMol25 dataset; level of theory: the ωB97M-V functional and the def2-TZVPD basis.

The HOMO energy comes out at -3.054 eV. Its gap between HOMO and LUMO is 7.329 eV. As for the total charge: -1. Its energy is -7350.833 eV. For the LUMO energy, the calculation gives 4.3 eV. The energy above the lowest of the compared OMol25 structures with the same formula, charge and spin comes out at 125.0 kJ/mol.

The geometry in XYZ format:
```
14
Properties=species:S:1:pos:R:3:forces:R:3
O -2.3651 -1.8517 1.3782 0.67 3.26 0.70
H 2.6058 0.4632 0.4405 1.30 0.22 0.34
H -1.9775 -0.9697 0.7575 -0.95 -1.04 1.28
H -0.3912 1.2216 -1.2489 0.72 2.87 -0.98
C 1.8921 0.8569 -0.2412 -3.56 -0.70 2.07
H -0.9881 -0.2600 -1.6751 -0.58 -0.80 -0.05
O -1.6272 0.5212 0.2481 0.27 -0.93 -1.61
H -2.5033 -1.3165 2.2388 0.30 -1.39 -2.10
C 0.6967 -0.2729 -0.1323 0.82 1.69 -3.83
H 2.2477 1.1158 -1.1943 0.59 -0.33 -1.46
H 0.5946 -0.5647 0.9084 -0.34 -0.07 -0.15
C -0.7237 0.3540 -0.8143 0.95 -2.69 4.51
H 1.4485 1.8014 0.1445 0.39 -0.49 0.16
H 1.0907 -1.0986 -0.8099 -0.57 0.38 1.11
```
Positions in Å, forces in eV/Å.



A cluster of 2 separate species, C3H9O2 in total in a non-equilibrium geometry. Source: the OMol25 dataset; level of theory: the ωB97M-V functional and the def2-TZVPD basis.

The HOMO energy comes out at -2.743 eV. Its gap between HOMO and LUMO is 7.074 eV. As for the total charge: -1. Its energy is -7350.718 eV. For the LUMO energy, the calculation gives 4.3 eV. The energy above the lowest of the compared OMol25 structures with the same formula, charge and spin comes out at 136.1 kJ/mol.

The geometry in XYZ format:
```
14
Properties=species:S:1:pos:R:3:forces:R:3
C 0.4247 -2.6731 -1.6645 0.16 -0.07 -1.22
H -0.6420 3.2338 1.0241 0.10 0.01 0.33
O -0.4047 0.1063 0.2245 -1.54 0.51 0.06
H 0.6941 1.8685 -0.0922 -0.72 -0.19 0.17
O 0.9613 -1.5952 -0.9849 0.36 -0.46 0.16
H 0.8924 1.0428 1.4455 0.51 -0.03 -0.37
H 0.2118 -1.1294 -0.4509 1.09 0.88 -0.19
H -0.4688 -2.2802 -2.1929 -0.15 -0.93 0.20
C -0.7255 2.2533 1.5349 -2.13 1.56 -1.92
H -1.8069 2.0639 1.3801 0.29 -0.29 0.32
H 0.2494 -3.5259 -0.9972 -0.61 -0.08 -0.03
C 0.1032 1.2731 0.6723 2.45 -1.04 1.53
H 1.0784 -3.1284 -2.4896 -0.28 0.94 0.95
H -0.5674 2.4903 2.5907 0.46 -0.82 0.01
```
Positions in Å, forces in eV/Å.



A cluster of 2 separate species, C3H9O2 in total. Source: the OMol25 dataset; level of theory: the ωB97M-V functional and the def2-TZVPD basis.

The HOMO energy comes out at -2.954 eV. Its gap between HOMO and LUMO is 7.401 eV. As for the total charge: -1. Its energy is -7351.577 eV. For the LUMO energy, the calculation gives 4.4 eV. The energy above the lowest of the compared OMol25 structures with the same formula, charge and spin comes out at 53.2 kJ/mol.

The geometry in XYZ format:
```
14
Properties=species:S:1:pos:R:3:forces:R:3
O -0.1572 1.8028 -0.0007 0.07 0.50 0.03
H -1.7285 -1.4677 2.1927 -0.11 -0.14 0.23
H 2.3989 0.9010 0.0998 0.00 0.18 -0.02
C -1.6208 -1.4220 1.0909 0.41 0.56 -0.22
C 0.5494 1.1662 -1.0053 0.06 -0.24 -0.83
H -2.4617 -2.0085 0.6679 -0.09 -0.17 0.03
H 1.2830 -0.4291 0.2057 -0.13 -0.32 0.02
H 0.9414 1.8921 -1.7380 0.08 0.23 0.32
H -0.6995 -2.0179 0.8726 -0.03 -0.13 0.00
C 1.6885 0.3062 -0.4790 0.13 0.30 0.34
O -1.5698 -0.1524 0.6060 -0.45 -0.17 0.00
H 2.2456 -0.1762 -1.2769 0.03 -0.23 -0.24
H -0.7637 1.0801 0.3852 0.09 -0.30 0.05
H -0.1057 0.5255 -1.6207 -0.07 -0.07 0.28
```
Positions in Å, forces in eV/Å.



A cluster of 2 separate species, C3H9O2PS in total in a non-equilibrium geometry. Source: the OMol25 dataset; level of theory: the ωB97M-V functional and the def2-TZVPD basis.

The HOMO energy (spin up / spin down) comes out at -8.168 / -8.169 eV. Its gap between HOMO and LUMO (spin up / spin down) is 7.656 / 7.657 eV. Its energy is -27471.584 eV. For the LUMO energy (spin up / spin down), the calculation gives -0.5 / -0.5 eV. The energy above the lowest of the compared OMol25 structures with the same formula, charge and spin comes out at 515.7 kJ/mol.

The geometry in XYZ format:
```
16
Properties=species:S:1:pos:R:3:forces:R:3
P -0.6920 0.0012 0.4457 0.43 0.45 0.06
H -0.4284 2.6712 -0.7278 -1.43 0.61 0.94
H -3.0331 -0.5059 2.0070 0.65 0.94 -1.71
H 0.0545 -2.9292 -1.0574 0.71 0.20 0.50
H 1.4095 -0.0730 2.1653 0.67 1.51 -0.99
H -0.3217 1.9350 -2.3370 0.19 1.08 -0.43
H 1.1592 -2.5941 0.3710 0.38 -0.56 0.57
H 0.9795 -1.4285 -0.8888 0.96 0.86 -0.94
O -0.6678 -1.6075 0.2793 0.31 0.76 0.16
S -2.8604 0.1713 0.7511 0.18 -0.68 1.27
O -0.5918 0.5534 -1.1102 -1.16 -1.53 2.45
C 0.4978 -2.1919 -0.3573 -1.90 -0.61 -0.49
C 1.6831 0.6375 1.2795 -1.10 -2.24 0.17
C -0.0846 1.8495 -1.2901 -1.73 -0.41 -2.24
H 1.9852 1.6475 1.6226 -0.91 -0.13 0.35
H 0.9110 1.8634 -1.1529 3.75 -0.25 0.33
```
Positions in Å, forces in eV/Å.



A cluster of 2 separate species, C3H9O2S in total in a non-equilibrium geometry. Source: the OMol25 dataset; level of theory: the ωB97M-V functional and the def2-TZVPD basis.

The HOMO energy comes out at -3.211 eV. Its gap between HOMO and LUMO is 6.545 eV. As for the total charge: -1. Its energy is -18187.174 eV. For the LUMO energy, the calculation gives 3.3 eV. The energy above the lowest of the compared OMol25 structures with the same formula, charge and spin comes out at 72.2 kJ/mol.

The geometry in XYZ format:
```
15
Properties=species:S:1:pos:R:3:forces:R:3
H -3.6093 -1.5670 1.0293 0.04 0.04 -0.08
H 2.1110 -0.4234 -1.3562 0.34 0.70 0.38
O -3.0276 -0.8037 0.9692 -0.41 -0.08 -0.48
C 1.1151 -0.2085 0.7645 0.19 0.08 0.02
O -1.4770 -0.7070 -1.0206 -0.37 0.77 0.42
H -0.0435 1.6140 0.9540 0.37 0.06 -0.29
H -1.5013 1.4314 -0.6881 -0.35 -0.39 -0.52
H 1.6181 -0.1533 1.7381 -0.57 -0.05 0.08
C -0.8499 0.5228 -0.7679 -1.14 -1.19 0.32
H -0.2280 0.6464 -1.6516 0.94 0.81 0.26
C -0.1884 0.5725 0.6313 0.38 0.18 0.24
H -2.5890 -0.8225 -0.0099 0.72 0.05 0.73
H 0.9676 -1.2615 0.5068 -0.03 0.20 0.10
S 2.4439 0.4264 -0.3333 -0.25 -0.84 -0.79
H -0.9296 0.2120 1.3614 0.13 -0.33 -0.40
```
Positions in Å, forces in eV/Å.



A cluster of 2 separate species, C3H9O2S2 in total in a non-equilibrium geometry. Source: the OMol25 dataset; level of theory: the ωB97M-V functional and the def2-TZVPD basis.

The HOMO energy comes out at -2.470 eV. Its gap between HOMO and LUMO is 6.067 eV. As for the total charge: -1. Its energy is -29023.273 eV. For the LUMO energy, the calculation gives 3.6 eV. The energy above the lowest of the compared OMol25 structures with the same formula, charge and spin comes out at 64.8 kJ/mol.

The geometry in XYZ format:
```
16
Properties=species:S:1:pos:R:3:forces:R:3
H -2.1059 -2.6578 1.0215 0.48 -0.40 1.19
H -0.2832 -3.2609 0.6990 -1.59 0.40 0.88
H -0.8038 -1.6258 -1.1324 -0.49 -0.74 0.56
H 0.8640 -0.9044 -0.6139 0.44 0.19 2.42
O -1.0188 0.2235 -2.5230 0.92 -1.24 -2.27
C -1.0895 -2.4368 0.7016 2.11 -0.99 -1.82
S 0.3256 2.2789 -0.2928 -0.79 0.46 -0.71
H -0.6663 1.0240 -2.1903 1.32 1.69 0.80
C 0.9153 -0.7813 0.5615 -1.34 1.21 -1.34
S 1.3568 1.0779 0.9255 0.50 -2.24 0.51
H -1.7105 0.0855 -1.9348 -2.19 -0.61 1.61
H 1.6851 -1.3556 1.0632 0.58 -0.10 -0.51
O -1.3661 -2.3157 -0.7014 0.26 1.21 -1.04
C -0.4125 -1.2125 1.2709 -0.39 1.47 -0.53
H -0.1438 -1.2926 2.3142 -0.16 -0.44 0.44
H -1.1553 -0.3997 1.2419 0.33 0.11 -0.20
```
Positions in Å, forces in eV/Å.



A cluster of 2 separate species, C3H9O3 in total in a non-equilibrium geometry. Source: the OMol25 dataset; level of theory: the ωB97M-V functional and the def2-TZVPD basis.

The HOMO energy comes out at -2.583 eV. Its gap between HOMO and LUMO is 6.561 eV. As for the total charge: -1. Its energy is -9398.575 eV. For the LUMO energy, the calculation gives 4.0 eV. The energy above the lowest of the compared OMol25 structures with the same formula, charge and spin comes out at 111.2 kJ/mol.

The geometry in XYZ format:
```
15
Properties=species:S:1:pos:R:3:forces:R:3
H -0.4405 1.8056 -0.0319 -0.02 0.03 0.44
C 1.3294 -0.0315 -0.3129 -0.73 -0.31 0.43
C 0.6605 0.8931 -1.3433 0.19 -0.01 -0.36
O 1.1512 -0.9464 1.9542 0.00 -0.16 0.02
H 0.3862 0.3780 -2.2698 -0.05 -0.30 0.23
O -2.9313 -0.8813 0.8250 -0.02 -0.15 -0.05
H 1.3979 1.6383 -1.6956 -0.29 0.24 0.28
C 0.4269 -0.5187 0.9262 1.13 0.11 -0.56
H -0.2258 -1.3192 0.4684 -0.36 0.26 0.06
O -0.5712 1.4948 -0.9249 0.32 0.22 -0.54
H -0.1818 0.3826 1.1620 -0.54 -0.08 0.17
H 2.2019 0.4011 0.1931 -0.10 0.07 -0.34
H 1.6124 -0.9296 -0.8574 0.47 -0.13 0.13
H -2.7937 -1.6687 1.3561 -0.12 -0.11 0.18
H -2.0219 -0.6982 0.5507 0.12 0.32 -0.11
```
Positions in Å, forces in eV/Å.



A cluster of 2 separate species, C3H9O3 in total in a non-equilibrium geometry. Source: the OMol25 dataset; level of theory: the ωB97M-V functional and the def2-TZVPD basis.

The HOMO energy comes out at -2.376 eV. Its gap between HOMO and LUMO is 5.869 eV. As for the total charge: -1. Its energy is -9398.607 eV. For the LUMO energy, the calculation gives 3.5 eV. The energy above the lowest of the compared OMol25 structures with the same formula, charge and spin comes out at 108.1 kJ/mol.

The geometry in XYZ format:
```
15
Properties=species:S:1:pos:R:3:forces:R:3
H -1.0769 1.3881 0.6265 0.29 0.05 -0.22
H -1.0956 0.1925 1.9037 0.24 0.04 -0.04
H 1.3409 2.2628 0.5002 0.06 -0.14 -0.16
H -2.3806 -0.3470 0.0765 0.90 -0.33 -0.10
C 0.7699 0.2059 0.7514 -0.43 -0.16 -0.36
H 0.9495 -0.7547 0.2529 0.05 0.04 -0.01
C 1.4870 1.3070 -0.1212 -0.51 0.01 0.94
O -0.8632 -2.5932 -1.9081 -0.10 0.15 -0.30
H 1.1859 0.0995 1.7553 0.35 0.26 -0.06
H -0.3617 -2.2707 -1.1516 -0.01 -0.02 0.16
O -1.4291 -0.5825 0.0356 -0.80 0.56 0.01
H 0.7630 1.4757 -0.9748 0.05 -0.10 -0.15
O 2.7293 1.0123 -0.4296 0.32 0.06 -0.21
H -1.2846 -1.7709 -2.1946 0.08 -0.23 0.07
C -0.7338 0.3753 0.8778 -0.50 -0.19 0.43
```
Positions in Å, forces in eV/Å.



A cluster of 2 separate species, C3H9O3P2 in total in a non-equilibrium geometry. Source: the OMol25 dataset; level of theory: the ωB97M-V functional and the def2-TZVPD basis.

The HOMO energy comes out at -2.807 eV. Its gap between HOMO and LUMO is 6.709 eV. As for the total charge: -1. Its energy is -27977.474 eV. For the LUMO energy, the calculation gives 3.9 eV. The energy above the lowest of the compared OMol25 structures with the same formula, charge and spin comes out at 253.4 kJ/mol.

The geometry in XYZ format:
```
17
Properties=species:S:1:pos:R:3:forces:R:3
C -0.2901 -0.5362 -0.0288 0.72 2.24 -2.24
H 0.7191 2.4183 -1.6052 0.10 0.39 -0.15
H 0.7967 -1.2346 1.8878 0.07 0.95 -0.46
P -0.5417 1.3363 0.2603 1.33 -1.72 0.12
H -1.6155 -3.5214 -2.4795 -0.19 0.88 0.42
H 1.8225 2.5597 -0.0454 -2.22 -1.25 -1.55
C -0.0286 -1.3523 1.1529 -0.02 -2.85 1.08
O -1.9050 -3.1814 -1.6107 0.08 -0.38 0.70
H 1.6332 0.9970 -0.9908 -0.62 0.89 0.10
H -2.0072 0.8325 -1.3585 0.95 2.02 1.22
O -1.7488 1.6584 -0.7990 -1.13 -1.49 -1.80
O -2.3608 -1.1319 -2.8282 0.10 2.02 -2.96
C 1.0316 1.9046 -0.7049 1.83 0.04 1.71
H 0.5886 -0.5252 -0.7061 -0.53 -0.42 0.00
H 0.1813 -2.4849 0.8969 -1.06 1.78 0.23
H -0.9483 -1.2029 1.7115 -0.16 -0.90 0.80
P -2.4011 -1.5785 -1.4550 0.74 -2.21 2.79
```
Positions in Å, forces in eV/Å.